1.
This record from the OMol25 dataset describes a single C18H14N4O4 molecule. The level of theory is wB97M-V/def2-TZVPD.

Each line ends with the Löwdin charge.
Cartesian coordinates (Å):
O1 2.5986 0.5768 -0.2534  0.017
C1 1.5692 1.1048 0.2061  -0.382
C2 1.6328 2.4469 0.8530  -0.096
C3 0.9026 2.3940 2.1270  -0.078
N1 -0.4202 1.7275 2.0784  0.028
C4 -0.6032 0.7610 1.2965  -0.158
C5 0.4656 0.2072 0.3655  0.032
C6 0.0481 -0.8730 -0.6331  -0.352
O2 -1.1496 -1.2583 -0.8222  -0.014
N2 1.0713 -1.2743 -1.4689  0.159
C7 1.0760 -2.2668 -2.5145  -0.126
C8 0.2503 -3.4089 -2.4542  -0.016
C9 0.2946 -4.4831 -3.2901  -0.100
C10 1.2077 -4.4851 -4.3453  -0.069
C11 2.0473 -3.3228 -4.4018  -0.002
C12 2.0193 -2.2677 -3.4648  -0.137
N3 2.9633 -1.1695 -3.5814  -0.305
O3 4.1924 -1.4049 -3.4849  0.073
O4 2.5411 -0.0170 -3.7995  0.080
N4 -1.8492 0.2322 1.5579  0.216
C13 -2.4249 1.1806 2.4069  -0.161
C14 -3.7349 1.2480 2.9010  0.012
C15 -3.9826 2.3860 3.6795  -0.101
C16 -3.0427 3.3721 3.9730  -0.061
C17 -1.7157 3.2174 3.4823  0.001
C18 -1.5235 2.1759 2.6948  -0.208
H1 2.6590 2.4990 1.0897  0.119
H2 1.4155 3.2795 0.2115  0.134
H3 0.7775 3.4840 2.4049  0.141
H4 1.4945 1.8305 2.9259  0.173
H5 1.7976 -0.6085 -1.3354  0.072
H6 -0.5565 -3.4860 -1.7399  0.109
H7 -0.4163 -5.2712 -3.1145  0.104
H8 1.2714 -5.3588 -5.1221  0.138
H9 2.8652 -3.3785 -5.1998  0.138
H10 -2.2483 -0.6692 1.2559  0.177
H11 -4.4219 0.4059 2.8812  0.115
H12 -4.8466 2.3533 4.3520  0.108
H13 -3.3139 4.1913 4.6403  0.105
H14 -0.9108 3.9296 3.6422  0.114

Cartesian forces (eV/Å) of the 6 atoms listed first:
0.300 1.454 -0.799
1.124 -3.398 -0.175
0.062 -1.131 -0.759
-0.462 1.157 2.467
4.785 4.965 0.629
0.784 -6.935 -4.899

Output
SMILES: O=C1CCN2C(=C1C(=O)Nc1ccccc1[N+](=O)[O-])Nc1ccccc12
Gap between HOMO and LUMO (Eh): 0.2923
Energy relative to the best compared isomer or geometry (same formula, charge and spin) (eV): 1.974
HOMO energy (eV): -7.89
Lowest unoccupied orbital energy (eV): 0.064

***

2.
This record from the OMol25 dataset describes a molecular structure, C30H60GdP2Si2. The level of theory is wB97M-V/def2-TZVPD.

Each line ends with the Löwdin charge.
Cartesian coordinates (Å):
Gd1 -0.2764 1.3085 0.9705  1.259
C1 1.5890 3.1772 1.5172  -0.309
C2 1.3697 3.5431 0.1579  -0.269
C3 -0.6605 3.6988 1.2533  -0.347
C4 0.3400 3.2859 2.2180  -0.359
C5 -0.0158 3.8119 -0.0252  -0.300
C6 2.8934 2.8097 2.1280  -0.038
H1 3.5912 2.4473 1.3627  0.066
H2 2.7665 2.0241 2.8860  0.073
H3 3.3610 3.6777 2.6234  0.102
C7 0.0495 2.7962 3.5956  -0.047
H4 0.9227 2.2808 4.0196  0.079
H5 -0.8141 2.0981 3.6060  0.037
H6 -0.2230 3.6205 4.2760  0.111
C8 -2.1215 3.7114 1.4952  -0.067
H7 -2.4834 4.6451 1.9593  0.114
H8 -2.3891 2.9011 2.1927  0.044
H9 -2.6722 3.5777 0.5530  0.071
C9 -0.6759 4.2212 -1.2957  -0.031
H10 -0.8069 5.3162 -1.3447  0.103
H11 -1.6730 3.7669 -1.3939  0.069
H12 -0.0721 3.9189 -2.1611  0.069
C10 2.4181 3.7011 -0.8806  -0.032
H13 2.7564 4.7522 -0.9342  0.104
H14 2.0351 3.4262 -1.8751  0.066
H15 3.2982 3.0827 -0.6523  0.069
C11 3.3640 -4.5038 -1.9780  -0.099
C12 4.3718 -3.6048 -2.1249  -0.125
C13 5.0213 -3.1849 -3.4074  -0.188
C14 4.2128 -3.4175 -4.7040  -0.197
C15 2.8785 -2.7219 -4.7185  -0.103
C16 1.7051 -3.1487 -4.2431  -0.137
C17 1.4123 -4.4827 -3.6133  -0.189
C18 2.6254 -5.2520 -3.0442  -0.203
H16 5.9942 -3.6959 -3.5167  0.123
H17 4.1574 -4.4883 -4.9338  0.101
H18 5.2545 -2.1094 -3.3392  0.110
H19 3.2618 -5.6206 -3.8574  0.102
H20 3.0523 -4.7737 -0.9687  0.096
H21 4.8476 -3.2116 -1.2271  0.091
H22 2.2133 -6.1470 -2.5502  0.114
H23 0.6883 -4.3309 -2.7957  0.104
H24 0.8122 -2.5314 -4.4091  0.091
H25 0.9084 -5.1377 -4.3461  0.122
H26 4.8027 -2.9619 -5.5153  0.114
H27 2.9219 -1.7510 -5.2309  0.104
P1 1.7327 -0.5134 0.2803  0.743
C19 1.8928 -1.6585 1.6895  -0.254
C20 3.3887 -0.3634 -0.4699  -0.239
P2 -0.2548 0.2908 -1.6534  0.759
C21 0.6367 -1.2394 -1.0426  -0.475
C22 0.5511 0.7847 -3.2178  -0.245
C23 -1.9624 -0.1523 -2.1004  -0.272
H28 0.9603 -1.6981 2.2742  0.006
H29 2.6859 -1.2985 2.3665  0.065
H30 2.1411 -2.6775 1.3678  0.054
H31 3.7573 -1.2853 -0.9576  0.025
H32 4.1230 -0.0775 0.3049  0.058
H33 3.3796 0.4421 -1.2264  0.042
H34 -2.0481 -0.9962 -2.7955  0.064
H35 -2.4546 0.7225 -2.5536  0.052
H36 -2.5170 -0.4126 -1.1870  0.006
H37 -0.0661 -1.9730 -0.6290  0.064
H38 1.1671 -1.7921 -1.8244  0.037
H39 -0.0362 1.5832 -3.7090  0.058
H40 0.6612 -0.0429 -3.9418  0.043
H41 1.5575 1.1943 -3.0155  0.038
C24 -2.7702 -2.2680 3.2680  -0.173
Si1 -2.1367 -0.4931 3.3059  0.378
C25 -3.1806 0.5345 4.4990  -0.177
C26 -0.4945 -0.7279 4.2357  -0.184
C27 -2.3485 0.2258 1.5873  -0.513
Si2 -4.0652 0.7635 1.0509  0.402
C28 -4.9365 2.1309 2.0246  -0.175
C29 -4.4330 1.3669 -0.7056  -0.186
C30 -5.1625 -0.7506 1.2765  -0.185
H42 -2.7877 -2.6409 4.3012  0.044
H43 -2.0966 -2.9060 2.6782  0.036
H44 -3.7759 -2.3570 2.8478  0.010
H45 -3.0168 0.1156 5.5020  0.040
H46 -2.8903 1.5947 4.5181  0.034
H47 -4.2524 0.4679 4.2765  0.025
H48 -0.0077 -1.6769 3.9755  0.017
H49 0.2547 0.0735 4.1842  0.010
H50 -0.7756 -0.8196 5.2992  0.052
H51 -2.0508 -0.5793 0.8766  -0.035
H52 -4.6081 3.1407 1.7494  0.023
H53 -5.9914 2.0414 1.7234  0.046
H54 -4.8836 2.0326 3.1120  0.016
H55 -4.4139 0.5587 -1.4455  0.019
H56 -5.4694 1.7388 -0.6838  0.048
H57 -3.8053 2.1926 -1.0679  0.021
H58 -4.7595 -1.6214 0.7421  0.040
H59 -5.3106 -1.0104 2.3319  0.028
H60 -6.1394 -0.4892 0.8491  0.039

Cartesian forces (eV/Å) of the 6 atoms listed first:
-0.607 0.403 0.208
-1.045 0.563 -0.099
-0.683 -0.388 0.689
1.333 -0.008 -0.280
0.368 0.632 -1.184
0.206 -0.111 1.174

Output
Multiplicity: 8
Gap between HOMO and LUMO (alpha / beta) (Eh): 0.2600 / 0.2965
Charge: +1
Expectation value of S²: 16.0558
HOMO energy (alpha / beta) (eV): -10.52 / -10.36
Lowest unoccupied orbital energy (alpha / beta) (eV): -3.442 / -2.294

***

3.
This record from the OMol25 dataset describes a molecular structure, C26H40AlBrClF7N3NaO17S2. The level of theory is wB97M-V/def2-TZVPD.

Each line ends with the Löwdin charge.
Cartesian coordinates (Å):
C1 0.3648 0.4057 -3.6743  -0.079
C2 1.0111 1.7675 -3.9053  -0.268
C3 -0.0296 2.8783 -3.9875  -0.336
C4 -0.7090 3.1882 -2.6411  -0.127
C5 -2.1687 3.6605 -2.7597  -0.155
C6 -3.1767 2.4922 -2.7884  -0.144
C7 -4.0133 2.4324 -4.0982  -0.075
C8 -5.3501 3.0635 -3.8265  -0.563
O1 -5.4605 4.2156 -3.9270  0.169
O2 -6.3300 2.2637 -3.4546  0.057
C9 -7.6223 2.8441 -3.6113  -0.343
C10 -8.6124 1.6820 -3.6897  -0.228
O3 -9.8640 2.0799 -3.1796  -0.373
C11 -10.4791 1.0930 -2.3705  -0.080
H1 1.1554 -0.3299 -3.5753  0.083
H2 -0.2446 0.3823 -2.7768  0.070
H3 -0.2702 0.1060 -4.5042  0.071
H4 1.5313 1.7333 -4.8535  0.085
H5 1.7649 2.0099 -3.1512  0.111
H6 -0.9596 2.6382 -4.8378  -0.117
H7 0.4901 3.7428 -4.3562  0.080
H8 -0.5815 2.3603 -1.9550  0.124
H9 -0.1429 4.0378 -2.2673  0.124
H10 -2.2414 4.2086 -3.6949  0.110
H11 -2.3853 4.3144 -1.9288  0.123
H12 -3.8620 2.6552 -1.9644  0.121
H13 -2.7178 1.5283 -2.5934  0.108
H14 -3.5403 3.0446 -4.8535  0.098
H15 -4.1202 1.4151 -4.4632  0.118
H16 -7.9151 3.5454 -2.7834  -0.097
H17 -7.6787 3.4288 -4.5494  0.004
H18 -8.2007 0.8439 -3.1426  0.136
H19 -8.7451 1.4337 -4.7466  0.120
H20 -9.8043 0.7602 -1.5901  0.095
H21 -10.8146 0.2560 -2.9801  0.088
H22 -11.3496 1.5482 -1.9136  0.094
Al1 -9.5392 4.4529 -4.2686  0.953
C12 -7.8586 -1.8311 -7.9334  -0.053
C13 -6.9138 -1.4258 -6.8302  -0.314
O4 -7.7849 -0.8615 -5.8676  0.112
C14 -8.9961 -1.4848 -6.0212  -0.540
O5 -9.8712 -1.4504 -5.2271  0.188
O6 -9.0478 -2.1481 -7.2053  0.079
F1 -6.0390 -0.4743 -7.2450  0.070
H23 -8.0607 -1.0091 -8.6218  0.146
H24 -7.5065 -2.6899 -8.4994  0.142
H25 -6.3616 -2.2523 -6.3801  0.175
C15 2.7220 4.3263 -0.9680  -0.131
O7 3.2878 3.6366 -2.0918  -0.156
H26 1.6385 4.2338 -1.0142  0.056
H27 3.0750 3.8907 -0.0350  0.048
H28 2.9924 5.3824 -0.9994  0.087
H29 4.2443 3.7303 -2.0337  0.080
N1 4.0703 -0.7322 -1.7365  0.041
C16 3.7137 0.3415 -1.0328  -0.171
C17 4.5326 0.9674 -0.1058  -0.060
C18 5.7974 0.4441 0.1051  -0.060
C19 6.1885 -0.6740 -0.6132  -0.072
C20 5.2920 -1.2204 -1.5174  -0.160
H30 2.7133 0.7148 -1.2311  0.086
H31 4.1896 1.8396 0.4364  0.098
H32 6.4690 0.9001 0.8211  0.116
H33 7.1661 -1.1131 -0.4717  0.098
H34 5.5565 -2.0953 -2.1015  0.101
Br1 -0.4720 2.7818 -6.2978  0.848
N2 3.1853 5.1444 2.7499  -0.643
O8 3.1839 5.8409 3.7702  -0.024
O9 2.1399 5.0028 2.0832  -0.057
O10 4.2292 4.5759 2.3728  -0.052
C21 8.6678 -3.4421 6.4628  -0.631
F2 9.7508 -3.6178 7.2183  0.142
F3 7.7376 -4.3149 6.9137  0.109
F4 8.1749 -2.1971 6.7775  0.044
S1 9.0084 -3.6180 4.6671  0.553
O11 9.4633 -4.9650 4.5339  -0.259
O12 9.9714 -2.5959 4.4046  -0.261
N3 7.5250 -3.3257 4.2251  -0.299
S2 7.2224 -3.3155 2.6600  0.575
O13 7.2988 -4.5832 2.0024  -0.271
O14 7.7594 -2.2021 1.9353  -0.280
C22 5.4261 -2.9650 2.7935  -0.668
F5 5.2009 -1.7979 3.4219  0.118
F6 4.7907 -3.9251 3.4939  0.112
F7 4.8680 -2.8987 1.5841  0.136
Cl1 -8.9533 4.1044 -1.1367  -0.242
Na1 7.2616 -2.3347 8.8030  0.835
C23 0.9597 -5.5943 10.3549  -0.017
C24 2.3548 -5.2373 9.9070  -0.320
C25 3.4448 -6.0798 10.5199  -0.082
O15 4.5629 -5.1763 10.5039  0.066
C26 4.0627 -3.9212 10.5476  -0.564
O16 4.7226 -2.9408 10.7335  0.136
O17 2.7307 -3.9189 10.3555  0.102
H35 0.2269 -4.9587 9.8588  0.091
H36 0.7322 -6.6341 10.1210  0.095
H37 0.8444 -5.4358 11.4279  0.095
H38 2.4142 -5.2475 8.8156  0.163
H39 3.6651 -6.9749 9.9437  0.144
H40 3.2412 -6.3597 11.5555  0.143

Cartesian forces (eV/Å) of the 6 atoms listed first:
0.389 -0.008 0.178
-1.186 -0.678 -0.875
4.331 0.458 2.646
-1.470 0.425 -0.871
0.296 -0.955 0.063
-0.328 0.311 -0.201

Output
Gap between HOMO and LUMO (Eh): 0.0611
HOMO energy (eV): -6.69
Lowest unoccupied orbital energy (eV): -5.026

***

4.
This record from the OMol25 dataset describes 3 unconnected molecules or ions with the total composition C12H25IN2O4P. The level of theory is wB97M-V/def2-TZVPD.

Each line ends with the Löwdin charge.
Cartesian coordinates (Å):
C1 -2.2033 -2.7155 -1.7288  -0.106
C2 -0.7269 -2.5242 -1.0555  -0.198
C3 0.3452 -2.0480 -2.1483  -0.209
O1 0.4964 -0.6137 -2.2746  -0.194
C4 1.2298 -0.0613 -1.1336  -0.133
C5 0.1061 0.7237 -0.2757  -0.077
C6 -1.1512 1.3023 -1.0274  0.109
C7 -2.1234 2.0239 -0.0642  0.048
C8 -1.8623 2.0953 1.4586  -0.022
N1 -0.6885 1.5266 1.9805  -0.002
N2 0.1427 0.9484 1.1291  -0.293
P1 1.6587 0.2951 1.9105  0.550
O2 3.0127 1.0809 1.2202  -0.397
I1 1.5876 0.8794 4.2863  0.482
H1 -2.6245 -3.7669 -1.5418  0.083
H2 -2.1718 -2.5210 -2.8560  0.074
H3 -2.9373 -1.9662 -1.2651  0.066
H4 -0.4692 -3.5656 -0.6269  0.119
H5 -0.8285 -1.8345 -0.1485  0.091
H6 1.3219 -2.6028 -1.9460  0.128
H7 -0.0339 -2.4197 -3.1733  0.139
H8 2.0074 0.6500 -1.5912  0.148
H9 1.6834 -0.9463 -0.5781  0.114
H10 -1.2945 1.2195 -2.1507  0.135
H11 -3.0704 2.5254 -0.4662  0.122
H12 -2.5878 2.6266 2.1504  0.135
H13 3.6294 0.3305 0.9930  0.049
C9 -4.8855 -0.6650 3.6392  -0.087
C10 -4.2908 -0.8155 2.2531  -0.338
O3 -5.2357 -1.4141 1.3766  -0.081
H14 -5.1842 -1.6384 4.0355  0.084
H15 -4.1671 -0.2100 4.3257  0.073
H16 -5.7850 -0.0434 3.6089  0.077
H17 -3.4054 -1.4545 2.2844  0.111
H18 -3.9995 0.1589 1.8440  0.079
H19 -6.0121 -0.8395 1.3470  0.087
C11 6.3136 2.2786 -1.8637  -0.080
C12 5.0999 1.3840 -1.7170  -0.311
O4 4.9694 0.9487 -0.3665  -0.123
H20 7.2199 1.7472 -1.5632  0.084
H21 6.4279 2.6149 -2.8964  0.082
H22 6.2284 3.1558 -1.2156  0.079
H23 5.1988 0.4990 -2.3489  0.119
H24 4.1860 1.9145 -2.0055  0.103
H25 4.8740 1.7370 0.1855  0.080

Cartesian forces (eV/Å) of the 6 atoms listed first:
-0.080 0.471 0.403
-1.091 -0.855 -0.345
-0.878 -1.718 -0.163
0.945 -0.362 1.525
-1.149 -0.191 -0.822
-3.199 1.906 -0.528

Output
Gap between HOMO and LUMO (Eh): 0.2750
Charge: +1
HOMO energy (eV): -12.41
Lowest unoccupied orbital energy (eV): -4.928

***

Listing max |F| for the structures above in their given order: 0.1658, 0.0326, 0.0991, 0.1023 hartree/bohr.
Listing DFT total energy for the structures above in their given order: -33039.410, -87246.029, -201147.159, -41397.893 eV.